Record 1
DFT (ωB97M-V/def2-TZVPD) results for an isolated ion of composition C5H4N and charge +1.

The net charge is +1. Its HOMO energy is -0.583 hartree. Its HOMO-LUMO gap is 0.331 Ha. Its energy relative to the best compared isomer or geometry (same formula, charge and spin) is 130.9 kcal/mol.

Bonds (Å) are listed after each position.
Geometry (Å):
1 C -2.5325 0.9548 3.1504  C4 1.325
2 C -0.3449 -0.5917 2.0991  C3 1.787, C4 1.593, N6 1.309
3 C -0.8358 0.9837 1.4139  C2 1.787, C4 1.421, N6 1.382, H7 1.194
4 C -1.4438 0.4549 2.5841  C1 1.325, C2 1.593, C3 1.421
5 C 0.2154 -0.4845 -0.3114  N6 1.366, H8 1.101, H9 1.112, H10 1.184
6 N -0.4554 -0.2185 0.8489  C2 1.309, C3 1.382, C5 1.366
7 H -0.4302 2.0794 1.1693  C3 1.194
8 H 0.7378 -1.4525 -0.2581  C5 1.101
9 H -0.4290 -0.6280 -1.2064  C5 1.112
10 H 0.8546 0.4854 -0.5398  C5 1.184

Atom charges from the natural (NBO) analysis, given in e for atoms 1 to 8: atom 1 (C): 0.526, atom 2 (C): 0.424, atom 3 (C): 0.260, atom 4 (C): -0.570, atom 5 (C): -0.461, atom 6 (N): -0.310, atom 7 (H): 0.308, atom 8 (H): 0.280

***

Record 2
DFT (ωB97M-V/def2-TZVPD) results for one molecule with the formula C5H4N2.

Its HOMO energy is -0.365 hartree. Its HOMO-LUMO gap is 0.375 Ha. Its energy relative to the best compared isomer or geometry (same formula, charge and spin) is 93.1 kcal/mol.

Bonds (Å) are listed after each position.
Geometry (Å):
1 C 2.5942 0.3293 0.1208  C2 1.208, H8 1.063
2 C 1.4043 0.3783 0.3236  C1 1.208, C3 1.452
3 C 0.2807 -0.3887 -0.1851  C2 1.452, N4 1.448, C5 1.479, H9 1.083
4 N -0.7072 -1.1167 0.5839  C3 1.448, C5 1.470, H10 1.018
5 C -1.1572 -0.0955 -0.3724  C3 1.479, N4 1.470, C6 1.442, H11 1.087
6 C -1.8464 1.0874 0.0815  C5 1.442, N7 1.157
7 N -2.4987 1.9845 0.4105  C6 1.157
8 H 3.5699 0.0643 -0.2078  C1 1.063
9 H 0.6885 -0.9814 -0.9952  C3 1.083
10 H -0.7659 -0.7590 1.5352  N4 1.018
11 H -1.5621 -0.5025 -1.2950  C5 1.087

Atom charges from the natural (NBO) analysis, given in e for atoms 1 to 8: atom 1 (C): -0.136, atom 2 (C): -0.075, atom 3 (C): -0.108, atom 4 (N): -0.522, atom 5 (C): -0.187, atom 6 (C): 0.254, atom 7 (N): -0.290, atom 8 (H): 0.238

***

Record 3
DFT (ωB97M-V/def2-TZVPD) results for one molecule with the formula C5H4N2.

Its HOMO energy is -0.318 hartree. Its HOMO-LUMO gap is 0.336 Ha. Its energy relative to the best compared isomer or geometry (same formula, charge and spin) is 89.9 kcal/mol.

Bonds (Å) are listed after each position.
Geometry (Å):
1 C -1.4432 0.5319 1.8215  C2 1.208, H8 1.064
2 C -0.6803 -0.2285 1.2744  C1 1.208, C3 1.449
3 C 0.2391 -0.8548 0.3461  C2 1.449, C4 1.396, N7 1.387
4 C 1.0680 0.2483 0.1364  C3 1.396, C5 1.390, H9 1.078
5 C 0.9063 0.6069 -1.1964  C4 1.390, N6 1.336, H10 1.078
6 N 0.1860 -0.3108 -1.8474  C5 1.336, N7 1.321
7 N -0.2095 -1.1724 -0.9272  C3 1.387, N6 1.321, H11 1.011
8 H -2.1785 1.0875 2.3528  C1 1.064
9 H 1.5853 0.7328 0.9489  C4 1.078
10 H 1.1959 1.5284 -1.6760  C5 1.078
11 H -0.7276 -1.9862 -1.2287  N7 1.011

Atom charges from the natural (NBO) analysis, given in e for atoms 1 to 8: atom 1 (C): -0.277, atom 2 (C): -0.023, atom 3 (C): -0.060, atom 4 (C): -0.173, atom 5 (C): -0.102, atom 6 (N): -0.182, atom 7 (N): -0.293, atom 8 (H): 0.239

***

Record 4
DFT (ωB97M-V/def2-TZVPD) results for one molecule with the formula C5H4N2.

Its HOMO energy is -0.365 hartree. Its HOMO-LUMO gap is 0.389 Ha. Its energy relative to the best compared isomer or geometry (same formula, charge and spin) is 79.0 kcal/mol.

Bonds (Å) are listed after each position.
Geometry (Å):
1 C -0.9198 -1.3776 1.7419  C2 1.205, H8 1.071
2 C -0.7224 -0.7969 0.7047  C1 1.205, C3 1.450
3 C -0.6238 -0.1066 -0.5670  C2 1.450, N4 1.470, C5 1.501, H9 1.084
4 N -0.6078 1.3610 -0.6454  C3 1.470, C5 1.445, H10 1.018
5 C 0.5884 0.6475 -1.0309  C3 1.501, N4 1.445, C6 1.439, H11 1.086
6 C 1.7355 0.5339 -0.1687  C5 1.439, N7 1.156
7 N 2.4361 -0.1526 0.4432  C6 1.156
8 H -1.0739 -1.8880 2.6705  C1 1.071
9 H -1.2038 -0.5683 -1.3582  C3 1.084
10 H -0.4732 1.7380 0.2901  N4 1.018
11 H 0.8648 0.6097 -2.0801  C5 1.086

Atom charges from the natural (NBO) analysis, given in e for atoms 1 to 8: atom 1 (C): -0.189, atom 2 (C): -0.045, atom 3 (C): -0.128, atom 4 (N): -0.525, atom 5 (C): -0.167, atom 6 (C): 0.228, atom 7 (N): -0.260, atom 8 (H): 0.245

***

Q: Number 3 is which compound?
A: C5H4N2

***

Q: The highest HOMO-LUMO gap belongs to which entry?
A: number 4

***

Q: Number 2 is which compound?
A: C5H4N2